14
Properties=species:S:1:pos:R:3:lowdin_charge:R:1 method="wB97M-V/def2-TZVPD" charge=+1 gap_ev="8.85 / 8.85" e_lumo_ev="-5.5671 / -5.5674" homo_ev="-14.415 / -14.414" energy_ev=-21834.883
Tl -1.118 2.445 -1.416 1.190
F 0.634 -1.254 -1.428 -0.113
O 0.312 -2.459 0.593 0.011
O -0.117 3.296 0.456 -0.062
O 1.145 3.829 2.321 0.300
O -1.312 0.328 -0.875 -0.128
O 0.765 -4.102 -0.846 0.213
C 0.189 -3.093 -0.578 -0.328
C -0.692 -0.668 -0.649 -0.237
C -0.308 -1.183 0.727 -0.059
C 0.490 3.537 1.419 -0.341
H -0.969 -2.397 -0.991 0.224
H 0.433 -0.506 1.168 0.167
H -1.254 -1.278 1.281 0.162

=====

11
Properties=species:S:1:pos:R:3:lowdin_charge:R:1 method="wB97M-V/def2-TZVPD" charge=+1 gap_ev="7.07 / 6.84" relative_energy_ev=0.0000 e_lumo_ev="-4.3431 / -5.3658" multiplicity=6 homo_ev="-11.417 / -12.201" energy_ev=-42872.963 s_squared=8.76
Fe -1.045 -0.917 -3.109 0.863
O -0.137 -0.073 -1.752 -0.567
O 1.761 1.397 1.068 0.129
C -0.923 -0.338 0.523 -0.042
C -0.312 0.182 1.709 -0.027
C 0.077 -0.470 -0.473 -0.359
C 0.940 0.566 1.290 -0.183
Li 1.266 1.151 -1.923 0.797
H -1.971 -0.111 0.303 0.126
H -0.498 -0.132 2.737 0.124
H 0.841 -1.255 -0.372 0.139

=====

12
Properties=species:S:1:pos:R:3:lowdin_charge:R:1 method="wB97M-V/def2-TZVPD" charge=+2 gap_ev="8.10 / 5.67" relative_energy_ev=2.2199 e_lumo_ev="-7.7786 / -9.0442" multiplicity=8 homo_ev="-15.878 / -14.710" energy_ev=-29514.640 s_squared=15.85
Gd -1.050 -1.386 -1.140 1.758
O -1.407 0.605 -1.074 -0.534
O 0.173 -2.102 0.674 -0.343
C -1.134 1.013 0.228 -0.346
C 1.105 -1.309 0.128 -0.442
C 1.138 0.071 0.261 -0.200
C 0.008 0.792 0.909 -0.056
Li -0.993 2.173 -2.601 0.903
Li -0.097 -0.890 2.221 0.804
H 2.134 0.514 0.365 0.130
H 2.082 -1.101 -0.595 0.202
H -1.958 1.620 0.625 0.124

=====

11
Properties=species:S:1:pos:R:3:lowdin_charge:R:1 method="wB97M-V/def2-TZVPD" charge=+3 gap_ev="7.95 / 6.59" relative_energy_ev=0.0000 e_lumo_ev="-13.4975 / -14.5665" multiplicity=8 homo_ev="-21.452 / -21.157" energy_ev=-29297.286 s_squared=16.80
Gd -1.625 3.368 1.229 2.004
O 1.121 -1.152 -2.048 0.330
O -0.541 1.679 0.025 -0.586
C -0.568 0.315 0.023 -0.251
C 0.138 -0.429 0.976 0.054
C 0.743 -1.586 0.371 0.105
C 0.674 -1.394 -0.980 -0.018
Li 0.153 1.892 -1.728 0.844
H 0.621 0.012 1.854 0.166
H -1.433 -0.108 -0.504 0.171
H 0.718 -2.596 0.781 0.183

=====

12
Properties=species:S:1:pos:R:3:lowdin_charge:R:1 method="wB97M-V/def2-TZVPD" gap_ev="4.17 / 4.47" relative_energy_ev=6.4165 e_lumo_ev="-1.7892 / -1.8340" multiplicity=2 homo_ev="-5.959 / -6.300" energy_ev=-12864.550 s_squared=0.78
Hg 1.433 0.719 -1.426 0.765
O 2.364 -1.186 -1.598 -0.438
O -1.978 1.047 0.094 -0.392
C 1.503 -1.872 -0.732 -0.449
C -1.478 0.409 -0.905 -0.527
C -0.850 -0.866 -0.718 -0.357
C 0.140 -2.043 -0.776 -0.021
Li -2.936 0.416 1.459 0.745
Li 0.253 0.452 1.417 0.573
H 2.088 -2.436 0.010 0.082
H -2.250 -0.634 -1.296 0.172
H -0.020 -0.341 -0.295 -0.154

=====

10
Properties=species:S:1:pos:R:3:lowdin_charge:R:1 method="wB97M-V/def2-TZVPD" smiles=CC(I)(C#N)C#N gap_ev=9.64 relative_energy_ev=0.2966 e_lumo_ev=-0.9825 homo_ev=-10.625 energy_ev=-15275.670
I 2.146 -1.199 0.072 0.944
N 0.384 1.760 2.120 0.180
N 0.489 1.481 -2.125 0.209
C 0.421 0.123 0.033 -0.859
C 0.429 0.823 -1.201 -0.335
C 0.487 1.037 1.242 -0.246
C -0.800 -0.820 0.036 -0.156
H -0.855 -1.648 0.660 0.041
H -0.897 -1.362 -0.902 0.078
H -1.805 -0.196 0.065 0.143

=====

12
Properties=species:S:1:pos:R:3:lowdin_charge:R:1 method="wB97M-V/def2-TZVPD" charge=+4 gap_ev=3.87 e_lumo_ev=-18.8193 homo_ev=-22.694 energy_ev=-9511.378
La -4.301 0.193 -2.303 2.750
O -1.779 0.303 -1.223 -0.126
O 0.518 1.244 1.016 -0.405
C 1.540 -1.883 0.015 0.240
C 0.491 0.507 -0.150 -0.490
C 1.363 -0.673 -0.060 -0.041
C -1.034 0.007 -0.310 -0.091
Li 0.607 0.035 2.418 0.845
Li 0.908 2.990 1.195 0.876
H -1.084 -0.978 0.339 0.187
H 0.725 1.086 -1.060 0.159
H 2.047 -2.830 0.123 0.095

=====

12
Properties=species:S:1:pos:R:3:lowdin_charge:R:1 method="wB97M-V/def2-TZVPD" charge=+4 gap_ev="4.46 / 8.25" e_lumo_ev="-20.4933 / -16.8778" homo_ev="-24.956 / -25.132" energy_ev=-29347.425
Sc 4.371 -0.061 -0.036 1.827
O 2.299 0.001 -0.302 -0.031
O -0.967 -1.295 -0.702 -0.364
C 1.201 -0.160 0.141 0.037
C -1.058 1.524 1.185 0.433
C -0.447 -0.028 -0.683 -0.383
C -1.220 0.905 0.104 0.184
Li -1.770 -1.545 0.950 0.865
Li -1.282 -2.325 -2.138 0.896
H -0.165 0.387 -1.665 0.176
H -1.560 2.151 1.912 0.162
H 0.597 0.446 1.235 0.200

=====

12
Properties=species:S:1:pos:R:3:lowdin_charge:R:1 method="wB97M-V/def2-TZVPD" charge=+2 gap_ev=8.51 e_lumo_ev=-7.0102 homo_ev=-15.521 energy_ev=-17313.848
Na 3.714 0.734 -2.920 0.917
Na -2.420 -1.330 -0.337 0.788
O -1.427 0.648 -0.557 -0.425
O 1.502 0.566 -1.372 0.034
C 0.957 0.020 -0.460 -0.125
C -0.411 0.647 0.356 -0.472
C -0.603 -0.316 1.439 -0.088
C -0.242 -1.427 1.857 0.145
Li -1.873 1.937 -1.693 0.843
H -0.153 1.641 0.760 0.148
H -0.338 -2.254 2.548 0.071
H 1.295 -0.866 0.381 0.164

=====

13
Properties=species:S:1:pos:R:3:lowdin_charge:R:1 method="wB97M-V/def2-TZVPD" gap_ev="2.23 / 3.99" relative_energy_ev=0.0000 e_lumo_ev="-1.6817 / -1.6822" multiplicity=2 homo_ev="-3.916 / -5.673" energy_ev=-13242.543 s_squared=0.76
Rb 0.107 -1.213 -1.244 0.851
O -4.199 0.244 -1.220 -0.213
O 2.588 0.116 0.193 -0.257
O -4.305 -1.755 -0.473 -0.149
O 4.041 1.346 1.307 -0.130
C -3.523 -0.853 -1.019 -0.288
C -5.524 0.263 -0.606 -0.121
C 2.875 1.113 0.923 -0.577
C -5.651 -1.189 -0.252 -0.270
Li 4.578 -0.231 0.259 0.829
H 2.065 1.853 1.163 0.143
H -6.347 -1.769 -0.885 0.090
H -5.918 -1.389 0.801 0.091

=====

Per-record max |F|, eV Å⁻¹: 3.97; 2.73; 4.71; 6.42; 5.67; 3.99; 5.24; 6.30; 4.36; 0.85